Here is an isolated ion of composition C25H46FN2O9 and charge +1 at a distorted geometry from the OMol25 dataset. Energies are from the ωB97M-V functional and the def2-TZVPD basis.

## Properties
**LUMO energy**: -2.57 eV
**Gap between HOMO and LUMO**: 9.955 eV
**Structure (SMILES)**: CCCOC[C@@]1([C@@H](C)F)C[C@@H](ON=O)[C@@H](O)[C@](CCCCCCOC(C)=O)(CCC(=O)O)[N@@H+]1CCCO
**Net charge**: +1
**Energy relative to the best compared isomer or geometry (same formula, charge and spin)**: 0.000 eV
**F_max**: 3.2 eV/A

Last column: Löwdin charge in e.
Positions of all 83 atoms, in Å:
1 C -1.72 -5.34 2.24  -0.10
2 C -0.28 -5.38 1.71  -0.21
3 C -0.22 -4.66 0.37  -0.20
4 O 0.10 -3.29 0.62  -0.16
5 C -0.32 -2.39 -0.38  -0.14
6 C 0.81 -1.43 -0.84  -0.25
7 C 2.12 -2.23 -0.81  -0.28
8 C 3.27 -1.97 -1.77  0.01
9 F 2.66 -2.31 0.46  0.03
10 C 0.41 -1.17 -2.31  -0.04
11 C 0.94 0.10 -2.95  -0.25
12 O 0.13 0.27 -4.12  -0.08
13 N 0.64 1.39 -4.87  0.01
14 O 0.70 1.14 -5.99  0.14
15 C 0.67 1.33 -2.00  -0.25
16 O -0.70 1.62 -2.06  0.04
17 C 1.23 1.09 -0.57  -0.28
18 C 0.83 2.30 0.28  -0.08
19 C -0.65 2.37 0.74  -0.16
20 C -1.33 3.74 0.47  -0.16
21 C -2.69 3.57 -0.23  -0.18
22 C -3.89 3.58 0.72  -0.15
23 C -4.41 2.19 1.06  -0.18
24 O -4.40 1.30 -0.06  -0.05
25 C -5.66 0.96 -0.49  -0.49
26 C -5.96 -0.51 -0.53  0.02
27 O -6.48 1.80 -0.84  0.11
28 C 2.76 1.04 -0.78  -0.10
29 C 3.57 2.29 -0.37  -0.07
30 C 5.01 2.04 -0.77  -0.47
31 O 5.58 2.67 -1.66  0.12
32 O 5.65 1.02 -0.11  0.11
33 N 0.68 -0.19 0.00  0.07
34 C 0.86 -0.38 1.48  -0.07
35 C 2.18 -0.02 2.13  -0.13
36 C 1.94 0.23 3.62  -0.23
37 O 2.23 1.60 3.87  -0.05
38 H -1.98 -4.29 2.38  0.07
39 H -1.81 -5.84 3.19  0.07
40 H -2.42 -5.72 1.51  0.07
41 H 0.01 -6.41 1.58  0.11
42 H 0.33 -4.86 2.44  0.11
43 H 0.58 -5.10 -0.23  0.12
44 H -1.19 -4.77 -0.11  0.12
45 H -0.68 -2.96 -1.22  0.13
46 H -1.18 -1.83 0.01  0.15
47 H 1.82 -3.25 -1.04  0.15
48 H 3.86 -2.88 -1.78  0.10
49 H 2.97 -1.81 -2.80  0.09
50 H 3.95 -1.19 -1.46  0.07
51 H 0.74 -2.04 -2.86  0.15
52 H -0.67 -1.16 -2.41  0.14
53 H 1.96 0.07 -3.29  0.13
54 H 1.23 2.17 -2.37  0.16
55 H -1.25 0.95 -1.67  0.09
56 H 1.41 2.39 1.19  0.11
57 H 1.00 3.16 -0.35  0.12
58 H -1.30 1.63 0.29  0.08
59 H -0.69 2.23 1.82  0.11
60 H -1.45 4.28 1.40  0.11
61 H -0.72 4.35 -0.19  0.11
62 H -2.69 2.69 -0.86  0.08
63 H -2.79 4.42 -0.90  0.11
64 H -3.61 4.06 1.65  0.11
65 H -4.69 4.13 0.23  0.12
66 H -3.84 1.75 1.88  0.12
67 H -5.42 2.30 1.43  0.13
68 H -5.31 -0.99 -1.25  0.09
69 H -6.98 -0.66 -0.84  0.09
70 H -5.78 -0.97 0.43  0.09
71 H 3.04 0.87 -1.81  0.12
72 H 3.20 0.22 -0.23  0.09
73 H 3.25 3.14 -0.95  0.13
74 H 3.53 2.48 0.70  0.12
75 H 5.31 0.96 0.79  0.11
76 H -0.32 0.00 -0.08  0.14
77 H 0.09 0.20 1.97  0.12
78 H 0.63 -1.40 1.77  0.14
79 H 2.67 0.87 1.78  0.08
80 H 2.91 -0.82 2.09  0.11
81 H 2.61 -0.37 4.22  0.12
82 H 0.92 -0.02 3.92  0.12
83 H 2.49 1.68 4.79  0.09

***

Here is a 2-piece molecular cluster, CH3NO4 overall at a distorted geometry from the OMol25 dataset. Energies are from the ωB97M-V functional and the def2-TZVPD basis.

## Properties
**LUMO energy**: -0.05 eV
**Gap between HOMO and LUMO**: 10.654 eV
**Structure (SMILES)**: O=CO.O=NO
**Energy relative to the best compared isomer or geometry (same formula, charge and spin)**: 0.845 eV
**F_max**: 4.4 eV/A

Last column: Löwdin charge in e.
Positions of all 9 atoms, in Å:
1 C -1.22 0.12 0.47  -0.48
2 N 1.36 0.21 -0.30  -0.11
3 O 2.18 0.87 0.23  0.07
4 O 1.56 -1.16 -0.16  0.05
5 O -1.29 -0.99 -0.01  0.03
6 O -1.23 1.18 -0.24  0.08
7 H -1.17 0.37 1.60  0.17
8 H 0.75 -1.47 -0.42  0.01
9 H -0.93 0.86 -1.17  0.17

***

Here is a 2-piece molecular cluster, C4H6O2S overall at a distorted geometry from the OMol25 dataset. Energies are from the ωB97M-V functional and the def2-TZVPD basis.

## Properties
**LUMO energy**: 0.05 eV
**Gap between HOMO and LUMO**: 9.435 eV
**Structure (SMILES)**: C=S(=O)=O.C1=CC1
**Energy relative to the best compared isomer or geometry (same formula, charge and spin)**: 5.323 eV
**F_max**: 3.3 eV/A

Last column: Löwdin charge in e.
Positions of all 13 atoms, in Å:
1 C 1.07 -1.57 -0.77  -0.13
2 C -1.97 0.35 0.76  -0.17
3 C 1.36 -0.04 -0.78  -0.06
4 C 1.26 -0.65 0.37  -0.12
5 O -0.65 1.89 -0.99  -0.30
6 O -0.09 1.99 1.41  -0.31
7 S -0.92 1.52 0.34  0.69
8 H 0.09 -1.86 -1.11  0.07
9 H 1.92 -2.29 -0.86  0.09
10 H -2.54 -0.07 -0.05  0.03
11 H -2.42 0.40 1.77  0.05
12 H 1.48 0.79 -1.46  0.10
13 H 1.40 -0.45 1.38  0.08

***

Here is C31H37MnN4S as an isolated structure from the OMol25 dataset. Energies are from the ωB97M-V functional and the def2-TZVPD basis.

## Properties
**LUMO energy (spin up / spin down)**: -6.46 / -6.44 eV
**Multiplicity**: 5
**Gap between HOMO and LUMO (spin up / spin down)**: 7.596 / 7.625 eV
**Net charge**: +2
**Energy relative to the best compared isomer or geometry (same formula, charge and spin)**: 0.096 eV
**F_max**: 0.9 eV/A

Last column: Löwdin charge in e.
Positions of all 74 atoms, in Å:
1 Mn -0.95 -1.67 0.80  0.74
2 C 6.06 -1.23 2.00  -0.03
3 C 5.30 -0.62 0.81  -0.55
4 C 5.76 -1.29 -0.50  -0.02
5 C 5.60 0.88 0.73  -0.05
6 C 3.82 -0.90 0.96  -0.11
7 C 3.36 -2.20 1.17  0.04
8 C 2.01 -2.46 1.21  -0.06
9 N 1.08 -1.50 1.06  0.01
10 C 1.50 -0.22 0.94  -0.16
11 C 2.84 0.09 0.87  0.08
12 C 0.42 0.80 0.96  -0.17
13 C 0.66 2.15 0.82  0.08
14 C -0.37 3.08 0.95  -0.11
15 C -1.64 2.57 1.19  0.03
16 C -1.82 1.21 1.29  -0.12
17 N -0.82 0.32 1.19  -0.05
18 C -0.14 4.58 0.82  -0.55
19 C -0.73 5.28 2.06  -0.03
20 C 1.34 4.93 0.72  -0.05
21 C -0.86 5.06 -0.45  -0.02
22 H 7.10 -0.92 1.95  0.10
23 H 6.04 -2.32 1.99  0.08
24 H 5.65 -0.88 2.95  0.10
25 H 6.82 -1.12 -0.64  0.10
26 H 5.22 -0.88 -1.36  0.10
27 H 5.59 -2.37 -0.48  0.09
28 H 6.68 1.02 0.66  0.10
29 H 5.26 1.40 1.63  0.10
30 H 5.15 1.34 -0.14  0.09
31 H 4.05 -3.02 1.29  0.13
32 H 1.64 -3.47 1.35  0.12
33 H 3.14 1.13 0.77  0.11
34 H 1.66 2.50 0.61  0.11
35 H -2.50 3.21 1.31  0.13
36 H -2.81 0.80 1.47  0.11
37 H -0.30 4.88 2.98  0.10
38 H -1.82 5.17 2.11  0.08
39 H -0.51 6.34 2.01  0.10
40 H 1.90 4.59 1.59  0.10
41 H 1.45 6.02 0.68  0.10
42 H 1.80 4.53 -0.19  0.09
43 H -1.93 4.82 -0.42  0.08
44 H -0.43 4.61 -1.34  0.10
45 H -0.76 6.14 -0.53  0.10
46 N -3.36 -3.52 -1.50  0.17
47 C -3.47 -2.21 -1.69  -0.69
48 S -2.47 -1.10 -0.81  0.82
49 N -4.33 -1.74 -2.59  0.08
50 C -4.64 -0.36 -2.83  -0.28
51 C -4.38 0.18 -4.08  -0.01
52 C -4.65 1.52 -4.32  -0.05
53 C -5.20 2.31 -3.31  -0.06
54 C -5.49 1.75 -2.08  -0.06
55 C -5.22 0.42 -1.83  -0.05
56 H -2.63 -3.87 -0.90  0.06
57 H -3.93 -4.18 -2.01  0.14
58 H -4.77 -2.40 -3.21  0.17
59 H -3.96 -0.44 -4.86  0.12
60 H -4.44 1.95 -5.29  0.12
61 H -5.41 3.35 -3.50  0.11
62 H -5.96 2.35 -1.31  0.11
63 H -5.47 -0.03 -0.88  0.12
64 C -1.11 -6.26 0.85  -0.04
65 C -1.55 -5.34 1.80  -0.05
66 C -1.41 -3.99 1.53  -0.14
67 C -0.82 -3.54 0.35  -0.32
68 C -0.36 -4.46 -0.59  -0.11
69 C -0.51 -5.82 -0.33  -0.05
70 H -1.22 -7.32 1.04  0.12
71 H -1.99 -5.68 2.73  0.12
72 H -1.75 -3.26 2.29  0.11
73 H 0.13 -4.13 -1.49  0.12
74 H -0.15 -6.54 -1.05  0.12

***

Q: Which formula does entry 1 have?
A: C25H46FN2O9